--- a ---
Formula: C5H8O4
Source: the OMol25 dataset
Level of theory: ωB97M-V/def2-TZVPD

```
17
Properties=species:S:1:pos:R:3
C 0.36 0.57 -0.52
C 0.23 0.32 -1.99
C -0.81 -1.60 0.19
C -0.50 0.21 1.94
C -0.08 -0.33 0.56
O 0.83 1.81 -0.16
O 0.01 1.38 2.32
O -1.33 -0.35 2.59
O 1.34 -0.30 0.27
H 1.82 1.40 -0.04
H 0.56 1.78 1.61
H -0.60 0.92 -2.36
H 0.06 -0.73 -2.20
H 1.14 0.62 -2.50
H -0.21 -2.22 -0.47
H -1.07 -2.15 1.09
H -1.75 -1.36 -0.32
```

The net charge is 0. The value obtained for the frontier orbital gap is 0.4011 Ha.



--- b ---
Formula: C5H8O4
Source: the OMol25 dataset
Level of theory: ωB97M-V/def2-TZVPD

```
17
Properties=species:S:1:pos:R:3
O 2.58 1.72 -0.97
C 1.78 0.89 -0.62
C 0.28 0.90 -0.81
C -0.14 -0.48 -0.37
C -1.52 -1.05 -0.32
O -2.45 -0.28 0.03
C 1.08 -1.11 0.29
O 2.16 -0.20 0.05
H -0.15 1.69 -0.18
H 0.03 1.14 -1.85
H -0.28 -1.11 -1.43
H -1.57 -2.10 0.05
H 0.94 -1.22 1.38
H 1.34 -2.09 -0.13
O -1.20 0.90 1.89
H -2.04 0.64 1.18
H -0.83 1.77 1.81
```

The net charge is 0. The value obtained for the frontier orbital gap is 0.3649 Ha.



Which structure loses on stability? b does.



--- a ---
Formula: H5NOSSi
Source: the OMol25 dataset
Level of theory: ωB97M-V/def2-TZVPD

```
9
Properties=species:S:1:pos:R:3
N -1.88 1.17 -0.81
O 2.27 -1.21 0.43
Si -0.45 0.56 -0.06
S -0.71 -0.25 1.74
H -1.92 0.99 -1.81
H -2.74 0.91 -0.30
H 2.67 -0.68 1.18
H 0.60 0.70 -1.06
H 2.17 -2.19 0.69
```

The net charge is 0. The value obtained for the frontier orbital gap is 0.3316 Ha.



--- b ---
Formula: H5NOSSi
Source: the OMol25 dataset
Level of theory: ωB97M-V/def2-TZVPD

```
9
Properties=species:S:1:pos:R:3
N -1.09 0.33 0.76
O 1.43 0.74 -0.14
Si 0.03 0.02 -0.50
S 0.42 -2.08 -0.31
H -1.62 1.16 1.13
H -1.96 -0.13 0.71
H 1.63 1.71 -0.02
H -0.54 0.27 -1.79
H 1.69 -2.02 0.15
```

The net charge is 0. The value obtained for the frontier orbital gap is 0.3629 Ha.



Which structure loses on stability? a does.



--- a ---
Formula: C4H7N2
Source: the OMol25 dataset
Level of theory: ωB97M-V/def2-TZVPD

```
13
Properties=species:S:1:pos:R:3
C 1.63 -0.80 0.31
C 1.46 0.45 -0.13
C -1.00 0.63 0.35
C -0.16 -0.97 -0.53
N -1.35 -0.79 0.16
N 0.09 0.44 -0.64
H 2.26 -1.55 0.83
H 1.91 1.41 0.06
H -1.76 1.33 -0.19
H -0.73 1.11 1.40
H -0.09 -1.59 -1.40
H -1.95 -1.41 0.80
H -0.19 0.97 -1.45
```

The net charge is +1. Its spin multiplicity is 3. The value obtained for the frontier orbital gap (spin up / spin down) is 0.2103 / 0.2392 Ha.



--- b ---
Formula: C4H7N2
Source: the OMol25 dataset
Level of theory: ωB97M-V/def2-TZVPD

```
13
Properties=species:S:1:pos:R:3
C 1.96 0.82 -1.02
C 1.43 0.20 -0.06
C -2.83 -0.28 -0.06
C 0.86 -0.33 1.04
N -1.71 -0.95 -0.01
N -3.82 0.27 0.06
H 1.54 0.63 -2.00
H 0.16 0.18 1.74
H -0.72 -0.49 0.24
H 2.95 1.42 -0.87
H -1.75 -1.84 0.50
H 1.19 -1.35 1.38
H -4.49 0.85 -0.25
```

The net charge is +1. Its spin multiplicity is 3. The value obtained for the frontier orbital gap (spin up / spin down) is 0.1921 / 0.2522 Ha.



Which structure loses on stability? a does.



--- a ---
Formula: CH6P2
Source: the OMol25 dataset
Level of theory: ωB97M-V/def2-TZVPD

```
9
Properties=species:S:1:pos:R:3
C -0.07 -0.39 -0.31
P -1.62 0.34 0.17
P 1.43 0.31 0.32
H -0.09 -1.45 -0.51
H -0.19 -1.63 2.24
H -1.19 1.68 0.15
H -2.18 0.41 -1.10
H 1.59 1.30 -0.67
H 2.31 -0.57 -0.29
```

The net charge is 0. The value obtained for the frontier orbital gap (spin up / spin down) is 0.2684 / 0.3378 Ha.



--- b ---
Formula: CH6P2
Source: the OMol25 dataset
Level of theory: ωB97M-V/def2-TZVPD

```
9
Properties=species:S:1:pos:R:3
C 1.47 -0.36 -0.29
P -1.75 -0.21 -0.02
P 0.10 0.95 -0.26
H 1.51 -0.96 -1.27
H 1.26 -0.99 0.69
H 2.42 0.07 -0.36
H -2.28 0.91 0.62
H -2.26 0.16 -1.27
H -0.46 0.41 2.16
```

The net charge is 0. The value obtained for the frontier orbital gap (spin up / spin down) is 0.2884 / 0.2728 Ha.



--- c ---
Formula: CH6P2
Source: the OMol25 dataset
Level of theory: ωB97M-V/def2-TZVPD

```
9
Properties=species:S:1:pos:R:3
C 0.09 -0.18 -0.14
P 1.68 0.67 0.16
P -1.26 0.69 -0.14
H 0.35 -0.78 -0.94
H -1.98 -1.80 -0.47
H 1.56 1.12 1.41
H 2.76 -0.28 0.80
H -1.01 1.97 0.45
H -2.19 -1.41 -1.13
```

The net charge is 0. The value obtained for the frontier orbital gap is 0.3128 Ha.



Which structure loses on stability? a does.



--- a ---
Formula: C2H3ClF2S
Source: the OMol25 dataset
Level of theory: ωB97M-V/def2-TZVPD

```
9
Properties=species:S:1:pos:R:3
C -0.32 -0.21 0.83
C 0.32 -0.84 -0.31
F -0.24 1.21 -1.94
F 1.63 -0.81 -0.43
S 0.35 1.49 1.07
Cl -0.48 -1.75 -1.46
H -1.40 -0.18 0.70
H -0.07 -0.73 1.76
H 0.20 1.83 -0.22
```

The net charge is 0. The value obtained for the frontier orbital gap (spin up / spin down) is 0.2583 / 0.2583 Ha.



--- b ---
Formula: C2H3ClF2S
Source: the OMol25 dataset
Level of theory: ωB97M-V/def2-TZVPD

```
9
Properties=species:S:1:pos:R:3
C 0.50 -0.55 -0.23
C -0.89 -0.03 0.19
H 1.27 1.65 -0.16
H 0.44 -0.63 -1.32
H 0.68 -1.56 0.12
F -1.73 -0.89 -0.47
F -0.99 -0.20 1.61
S 1.92 0.49 0.24
Cl -1.20 1.71 0.03
```

The net charge is 0. The value obtained for the frontier orbital gap is 0.3761 Ha.



Which structure loses on stability? a does.



--- a ---
Formula: C6H13N3
Source: the OMol25 dataset
Level of theory: ωB97M-V/def2-TZVPD

```
22
Properties=species:S:1:pos:R:3
C -0.22 0.54 -0.55
C 0.67 -0.85 1.25
C -0.30 -0.48 -1.65
N 0.49 0.42 0.59
C -1.97 0.51 0.42
N -2.59 -0.67 0.74
C 2.06 1.02 -0.23
C 3.16 0.30 -0.32
N -2.44 1.67 0.46
H -0.30 1.57 -0.90
H -2.09 -1.54 0.71
H -3.51 -0.65 1.19
H -3.42 1.75 0.77
H 2.00 2.10 -0.35
H -0.17 -0.99 1.94
H 0.75 -1.73 0.60
H 1.59 -0.79 1.83
H -0.16 -1.50 -1.30
H -1.28 -0.41 -2.13
H 0.46 -0.25 -2.40
H 3.17 -0.77 -0.19
H 4.13 0.77 -0.49
```

The net charge is 0. The value obtained for the frontier orbital gap is 0.3143 Ha.



--- b ---
Formula: C6H13N3
Source: the OMol25 dataset
Level of theory: ωB97M-V/def2-TZVPD

```
22
Properties=species:S:1:pos:R:3
C 0.02 2.02 -0.86
C 0.41 0.97 1.48
C -0.49 1.01 0.12
N -0.17 0.18 2.42
N 1.53 1.54 1.49
N -1.72 0.75 0.33
H -1.13 -0.07 2.26
H 0.23 0.10 3.34
H 2.05 1.47 2.37
H -2.35 1.17 -0.35
H -0.74 2.30 -1.59
H 0.85 1.57 -1.40
H 0.41 2.89 -0.35
C -0.64 -2.24 -0.33
C 0.41 -1.29 -0.83
C 0.85 -1.31 -2.10
H 1.15 -1.03 -0.07
H -1.53 -1.68 -0.06
H -0.31 -2.76 0.57
H -0.93 -2.96 -1.09
H 0.54 -2.03 -2.84
H 1.56 -0.61 -2.52
```

The net charge is 0. The value obtained for the frontier orbital gap is 0.3602 Ha.



Which structure loses on stability? a does.



--- a ---
Formula: C6H13N3
Source: the OMol25 dataset
Level of theory: ωB97M-V/def2-TZVPD

```
22
Properties=species:S:1:pos:R:3
C -0.28 -0.94 2.14
C 1.93 -0.48 1.22
C 1.52 1.01 -0.29
C 0.27 0.87 0.36
C -0.97 0.87 -0.49
C -0.74 -0.05 -1.77
H -0.18 -0.42 3.11
H -1.34 -1.04 1.86
H 0.02 -2.08 2.15
H 2.28 0.03 2.21
H 2.21 -1.65 1.35
H 1.75 1.70 -1.06
H 0.27 1.78 1.11
H -1.19 1.85 -0.71
H -1.77 0.44 0.11
H -0.53 -1.04 -1.37
H 0.04 0.38 -2.45
H -2.53 -1.00 -2.23
H -1.81 -0.09 -3.81
N 0.49 -0.42 0.99
N 2.52 0.33 0.15
N -1.96 -0.07 -2.57
```

The net charge is 0. The value obtained for the frontier orbital gap is 0.3457 Ha.



--- b ---
Formula: C6H13N3
Source: the OMol25 dataset
Level of theory: ωB97M-V/def2-TZVPD

```
22
Properties=species:S:1:pos:R:3
C -0.40 -0.44 1.91
C 2.35 -0.44 -0.49
C -0.56 0.55 -1.73
C -2.05 1.22 0.18
N 0.20 0.03 0.65
C 1.07 -0.97 0.06
C -0.61 0.92 -0.25
N 0.48 1.40 0.45
N 0.67 -2.16 0.14
H 1.31 -2.85 -0.25
H -0.79 0.42 2.44
H -1.19 -1.16 1.70
H 0.37 -0.91 2.51
H 2.36 0.65 -0.40
H 3.18 -0.84 0.09
H 2.49 -0.73 -1.53
H -1.04 1.35 -2.30
H 0.46 0.45 -2.09
H -2.07 1.69 1.16
H -2.49 1.90 -0.54
H -2.64 0.30 0.21
H -1.10 -0.38 -1.91
```

The net charge is 0. The value obtained for the frontier orbital gap is 0.3064 Ha.



--- c ---
Formula: C6H13N3
Source: the OMol25 dataset
Level of theory: ωB97M-V/def2-TZVPD

```
22
Properties=species:S:1:pos:R:3
C 1.42 -0.96 1.56
C -0.28 0.66 3.15
C 0.62 0.62 -0.21
C 0.54 -0.35 -1.64
C -0.71 0.36 -2.05
C -0.72 1.28 -0.90
H 1.76 -1.93 0.80
H 2.07 -0.20 1.91
H 1.13 -1.52 2.58
H -0.14 -0.53 3.64
H -0.88 1.02 4.01
H 1.56 1.18 -0.50
H 1.30 -0.21 -2.41
H 0.47 -1.50 -1.37
H -0.64 0.94 -2.94
H -1.25 -1.44 -2.98
H -2.66 -1.16 -1.61
H -0.43 2.26 -1.24
H -1.48 1.34 -0.28
N 0.37 -0.11 1.12
N -0.07 0.96 1.92
N -1.98 -0.71 -2.54
```

The net charge is 0. The value obtained for the frontier orbital gap is 0.3481 Ha.



--- d ---
Formula: C6H13N3
Source: the OMol25 dataset
Level of theory: ωB97M-V/def2-TZVPD

```
22
Properties=species:S:1:pos:R:3
C -0.17 0.50 0.06
C -0.78 -0.83 0.11
C -0.14 1.18 -1.28
C 1.56 -0.42 0.45
N -0.43 1.37 1.11
N 2.27 -1.16 -0.49
C -2.47 -0.42 -0.21
C 2.04 -0.27 1.69
N -3.15 -0.73 -1.22
H -0.43 0.95 2.03
H -0.90 2.24 0.93
H 2.11 -0.95 -1.46
H 3.23 -1.40 -0.25
H -2.60 -1.11 -2.00
H -0.54 -1.47 -0.73
H -0.80 -1.31 1.08
H -3.01 -0.03 0.65
H -0.93 1.93 -1.35
H 0.83 1.68 -1.39
H -0.27 0.50 -2.12
H 3.05 -0.57 1.97
H 1.54 0.32 2.44
```

The net charge is 0. The value obtained for the frontier orbital gap is 0.3128 Ha.



Which structure loses on stability? c does.